(1)
Formula: C3H2N2O3
Source: OMol25
Level of theory: ωB97M-V/def2-TZVPD

Values from the calculation:
net charge	0
HOMO energy	-8.9016	eV
energy	-450.514606	hartree
energy relative to the best compared isomer or geometry (same formula, charge and spin)	181.1	kcal per mole
max |F|	5.732	eV/A

Positions of all 10 atoms, in Å:
C1 1.0069 1.4696 -0.6187
C2 0.2116 0.1783 0.6418
C3 -0.2109 -0.3263 -0.5670
H1 2.0040 0.7656 -0.4168
H2 1.4211 2.7017 -1.0083
N1 0.0066 -0.9211 1.5005
N2 -0.8079 -1.7035 0.9903
O1 0.4459 1.4890 0.6443
O2 -0.9281 -1.3269 -0.8315
O3 -0.0005 0.7098 -1.4061


(2)
Formula: C25H75N5O10
Source: OMol25
Level of theory: ωB97M-V/def2-TZVPD

Values from the calculation:
structure (SMILES)	COC[C@H](C)N.COC[C@H](C)N.COC[C@H](C)N.COC[C@H](C)N.COC[C@H](C)N.CO.CO.CO.CO.CO
net charge	0
HOMO energy	-9.0716	eV
energy	-2023.498388	hartree
energy relative to the best compared isomer or geometry (same formula, charge and spin)	13.5	kcal per mole
max |F|	2.897	eV/A

Positions of all 115 atoms, in Å:
C1 -0.2470 -2.6217 3.3472
O1 -0.7899 -1.4609 3.9453
C2 0.2825 -0.6553 4.4795
C3 -0.2659 0.6274 5.0999
C4 0.9112 1.4825 5.5945
N1 -1.2589 0.2760 6.0956
H1 0.0366 -3.3477 4.1180
H2 0.6310 -2.3901 2.6741
H3 -1.0437 -3.0459 2.7067
H4 0.7663 -1.1205 5.3512
H5 1.0087 -0.5153 3.6878
H6 -0.7452 1.2523 4.3177
H7 1.6528 1.5679 4.8077
H8 1.3886 1.1170 6.5260
H9 0.5383 2.4727 5.8661
H10 -1.9891 -0.2607 5.6849
H11 -1.5700 1.0719 6.6014
C5 1.1236 -3.7599 -0.5724
O2 2.1907 -4.0422 -1.4313
C6 2.2169 -5.4524 -1.6518
C7 3.5526 -5.8796 -2.2384
C8 3.7776 -5.0913 -3.5719
N2 3.5445 -7.3241 -2.3816
H12 1.1617 -2.6576 -0.3858
H13 1.1856 -4.3298 0.3787
H14 0.1464 -4.0288 -0.9782
H15 2.0054 -5.9442 -0.7306
H16 1.4620 -5.7210 -2.3546
H17 4.3770 -5.6516 -1.5963
H18 4.6942 -5.3699 -4.0326
H19 3.7331 -3.9892 -3.4385
H20 2.9704 -5.3779 -4.2646
H21 4.4769 -7.6445 -2.3812
H22 3.0540 -7.6800 -3.1797
C9 -4.3815 1.7557 -0.3478
O3 -5.7737 1.5309 -0.5617
C10 -6.1142 0.3969 -1.3375
C11 -6.1687 -0.8545 -0.4780
C12 -6.4478 -2.0702 -1.4306
N3 -7.1332 -0.8459 0.6296
H23 -3.9079 0.8016 -0.0520
H24 -4.3693 2.3827 0.5283
H25 -3.8963 2.2434 -1.1990
H26 -7.0773 0.5652 -1.8554
H27 -5.4506 0.2893 -2.1788
H28 -5.1823 -0.9073 -0.0214
H29 -5.6988 -2.2851 -2.2198
H30 -7.4315 -1.9332 -1.8913
H31 -6.5111 -2.9510 -0.7715
H32 -7.2416 0.0623 1.0642
H33 -8.0649 -1.0896 0.3012
C13 7.2458 -1.2613 1.7668
O4 6.1739 -1.6165 0.9346
C14 5.1371 -0.6474 1.0377
C15 4.0173 -1.0277 0.1137
C16 4.4422 -1.3491 -1.2983
N4 3.0225 0.0590 0.2346
H34 6.9053 -1.1352 2.8040
H35 7.7137 -0.2911 1.4548
H36 8.0236 -2.0582 1.6237
H37 4.7639 -0.6647 2.1107
H38 5.4931 0.3550 0.8090
H39 3.5319 -1.9264 0.4698
H40 3.7289 -1.9685 -1.8435
H41 5.3749 -1.9457 -1.2336
H42 4.6226 -0.4186 -1.8615
H43 3.2843 0.8117 -0.3806
H44 2.2229 -0.3349 -0.2690
C17 -0.2757 3.0641 -2.7858
O5 -0.9595 3.8515 -3.6894
C18 -0.0800 4.9257 -3.9870
C19 -0.8520 6.0919 -4.6400
C20 -1.4842 5.6778 -5.9469
N5 0.1259 7.1388 -4.9419
H45 -0.7853 2.1113 -2.6209
H46 -0.1489 3.6087 -1.8347
H47 0.7627 2.8687 -3.0656
H48 0.4610 5.2474 -3.1433
H49 0.6783 4.5598 -4.7069
H50 -1.6169 6.4148 -3.9029
H51 -0.7145 5.4092 -6.7022
H52 -2.1590 6.4102 -6.3975
H53 -2.0585 4.7876 -5.7714
H54 0.4318 7.5807 -4.0824
H55 -0.4325 7.8642 -5.4370
C21 -1.0106 0.1533 0.9797
O6 -0.7418 1.0341 -0.1291
H56 -2.0686 -0.0317 1.2005
H57 -0.4781 -0.8052 0.7692
H58 -0.5693 0.5723 1.8912
H59 -0.8413 1.9052 0.2104
C22 0.0170 -0.8701 -2.8224
O7 0.8042 -0.1185 -1.8745
H60 0.6529 -1.5162 -3.4573
H61 -0.7652 -1.4657 -2.2871
H62 -0.4970 -0.1976 -3.5340
H63 0.1913 0.5522 -1.5090
C23 -1.7342 3.4260 2.0530
O8 -0.5229 3.3908 1.2754
H64 -2.2667 4.3379 1.7387
H65 -2.3606 2.5955 1.7674
H66 -1.5396 3.4380 3.1230
H67 0.1849 3.1017 1.8562
C24 -4.2484 -0.9032 2.6132
O9 -3.3761 -0.2906 3.5707
H68 -4.9297 -0.1390 2.2064
H69 -3.7554 -1.4213 1.8100
H70 -4.9112 -1.6114 3.1163
H71 -2.5659 -0.8063 3.7197
C25 2.9989 2.1403 2.7066
O10 1.7969 2.0327 1.9446
H72 3.0449 1.3048 3.4188
H73 3.8318 2.0440 2.0101
H74 3.0074 3.1232 3.1594
H75 1.9275 1.2350 1.3843